[1]
DFT (the ωB97M-V functional and the def2-TZVPD basis) results for a molecular structure, C5H8N2.

The geometry in XYZ format:
```
15
Properties=species:S:1:pos:R:3
C -1.21 -1.25 0.44
N -0.02 -0.45 0.23
C 1.31 -0.86 0.34
C 2.22 0.19 0.00
C 1.31 1.21 -0.44
C 0.00 0.83 -0.24
N -1.19 1.47 -0.52
H -1.86 -1.22 -0.45
H -0.92 -2.28 0.62
H -1.79 -0.90 1.30
H 1.54 -1.78 0.88
H 2.00 -0.94 -0.72
H 1.61 2.18 -0.84
H -1.92 1.36 0.17
H -1.07 2.45 -0.76
```

HOMO ... -0.29293 Eh

***

[2]
DFT (the ωB97M-V functional and the def2-TZVPD basis) results for 3 unconnected molecules or ions with the total composition C5H8N2 at a distorted geometry.

The geometry in XYZ format:
```
15
Properties=species:S:1:pos:R:3
C 0.29 0.13 2.53
N -0.12 -0.10 1.28
C -1.01 0.71 0.54
C -1.04 0.11 -0.64
C -0.02 -0.84 -0.81
C 0.50 -1.17 -2.26
N 0.48 -1.11 0.41
H 0.67 -0.89 3.05
H -1.70 2.36 2.95
H 2.79 2.14 1.65
H -1.52 1.63 0.88
H -1.29 0.78 -1.51
H -0.09 -0.53 -2.95
H 0.45 -2.17 -2.73
H 1.53 -0.83 -2.40
```

HOMO (alpha / beta) ... -0.31872 / -0.32281 Eh

***

[3]
DFT (the ωB97M-V functional and the def2-TZVPD basis) results for a single C5H8N2 molecule.

The geometry in XYZ format:
```
15
Properties=species:S:1:pos:R:3
C -1.08 0.95 -1.09
N -0.63 -0.12 -0.46
C -1.27 -0.71 0.59
C -0.29 -0.36 1.67
C 1.03 -0.53 0.96
C 0.79 -0.38 -0.34
N 1.57 -0.40 -1.48
H -0.51 1.43 -1.86
H -2.03 1.35 -0.76
H -0.43 0.76 1.71
H -2.32 -0.45 0.67
H -0.41 -0.78 2.66
H 1.99 -0.67 1.44
H 1.10 -0.11 -2.33
H 2.48 0.01 -1.38
```

HOMO (alpha / beta) ... -0.24701 / -0.25436 Eh

***

[4]
DFT (the ωB97M-V functional and the def2-TZVPD basis) results for a single C5H8N2 molecule at a distorted geometry.

The geometry in XYZ format:
```
15
Properties=species:S:1:pos:R:3
C -1.78 -1.04 0.34
C -0.78 -0.52 -0.74
C -0.22 0.82 -0.32
N 0.79 0.38 0.65
C 2.19 0.79 0.58
C 1.61 -0.34 -0.19
N 1.18 -1.02 -1.17
H -1.76 -0.41 1.24
H -1.62 -2.07 0.67
H -2.83 -0.99 -0.02
H -1.17 -0.65 -1.74
H 0.22 1.30 -1.20
H -0.92 1.47 0.19
H 2.42 1.75 0.12
H 2.71 0.59 1.52
```

HOMO ... -0.31992 Eh

***

[5]
DFT (the ωB97M-V functional and the def2-TZVPD basis) results for a single C5H8N2 molecule at a distorted geometry.

The geometry in XYZ format:
```
15
Properties=species:S:1:pos:R:3
C -2.13 0.57 0.15
C -1.23 -0.39 -0.60
C 0.22 -0.21 -0.27
C 0.84 0.04 0.92
N 2.19 0.00 0.65
C 2.33 -0.37 -0.64
N 1.17 -0.46 -1.24
H -1.98 0.56 1.24
H -2.01 1.62 -0.12
H -3.18 0.32 0.04
H -1.32 -0.22 -1.67
H -1.53 -1.40 -0.36
H 0.41 0.48 1.79
H 2.97 0.03 1.29
H 3.24 -0.59 -1.19
```

SMILES string ... CCc1c[nH]cn1
HOMO ... -0.31655 Eh

***

[6]
DFT (the ωB97M-V functional and the def2-TZVPD basis) results for a molecular structure, C5H8N2 at a distorted geometry.

The geometry in XYZ format:
```
15
Properties=species:S:1:pos:R:3
C -1.44 -1.30 0.57
C -0.10 -1.41 0.61
C 0.16 -0.73 -0.71
C -1.16 -0.16 -0.28
C -1.28 1.17 0.24
N 2.38 0.12 0.14
N 1.19 0.17 -0.73
H -2.11 -1.58 1.33
H 0.03 -1.63 -1.77
H -2.33 1.28 0.69
H -1.32 1.82 -0.68
H -0.41 1.52 0.78
H 2.67 0.97 0.49
H 2.13 -0.47 1.00
H 1.58 0.23 -1.69
```

HOMO ... -0.30369 Eh

***

[7]
DFT (the ωB97M-V functional and the def2-TZVPD basis) results for a molecular structure, C5H8N2 at a distorted geometry.

The geometry in XYZ format:
```
15
Properties=species:S:1:pos:R:3
C -1.40 0.65 -0.33
C -0.33 0.21 0.70
C -0.19 -1.32 0.63
N 0.61 -1.08 -0.60
C 1.06 0.18 0.01
C 1.43 1.34 -0.81
N 1.71 2.32 -1.35
H -1.63 -0.19 -1.00
H -2.33 0.97 0.15
H -1.04 1.45 -0.97
H -0.37 0.70 1.68
H -1.11 -1.89 0.52
H 0.42 -1.73 1.45
H 1.32 -1.76 -0.85
H 1.87 0.03 0.74
```

HOMO ... -0.36395 Eh

***

[8]
DFT (the ωB97M-V functional and the def2-TZVPD basis) results for a single C5H8N2 molecule.

The geometry in XYZ format:
```
15
Properties=species:S:1:pos:R:3
C 2.32 -0.92 -0.84
N 1.11 -0.85 -0.34
C 0.63 0.47 0.12
C -0.84 0.25 0.19
C -1.87 1.27 0.52
C -0.97 -1.09 0.08
N 0.21 -1.80 -0.17
H 1.12 1.22 -0.51
H 2.63 -0.07 -1.42
H 2.86 -1.86 -0.87
H 1.05 0.61 1.13
H -2.85 0.80 0.67
H -1.98 2.03 -0.26
H -1.63 1.80 1.45
H -1.89 -1.66 0.11
```

HOMO (alpha / beta) ... -0.25760 / -0.25761 Eh

***

[9]
DFT (the ωB97M-V functional and the def2-TZVPD basis) results for a molecular structure, C5H8N2 at a distorted geometry.

The geometry in XYZ format:
```
15
Properties=species:S:1:pos:R:3
C -2.78 0.18 0.02
C -1.27 0.07 0.04
C -0.53 1.13 -0.27
N 0.90 0.91 -0.31
C 1.36 -0.30 0.03
N 2.73 -0.77 0.12
C 0.94 -1.48 0.33
H -3.21 -0.50 -0.73
H -3.22 -0.12 0.98
H -3.18 1.19 -0.21
H -0.82 2.16 -0.56
H 1.56 1.67 -0.21
H 3.25 -0.61 0.97
H 3.24 -0.99 -0.71
H 1.03 -2.54 0.51
```

HOMO (alpha / beta) ... -0.25511 / -0.25395 Eh

***

[10]
DFT (the ωB97M-V functional and the def2-TZVPD basis) results for 3 unconnected molecules or ions with the total composition C5H8N2 at a distorted geometry.

The geometry in XYZ format:
```
15
Properties=species:S:1:pos:R:3
C 0.14 0.39 -2.53
N -0.17 0.32 -1.11
C -1.27 -0.34 -0.53
C -0.96 -0.54 0.79
C 0.30 0.15 0.96
C 0.99 0.31 2.19
N 0.80 0.60 -0.23
H -0.80 0.51 -3.09
H 0.66 -0.51 -2.86
H 0.78 1.27 -2.69
H -2.07 -0.70 -1.16
H -0.82 -1.26 2.19
H -0.25 -1.36 2.85
H 0.47 0.50 3.13
H 2.06 0.51 2.18
```

HOMO (alpha / beta) ... -0.28186 / -0.32586 Eh

***

[11]
DFT (the ωB97M-V functional and the def2-TZVPD basis) results for a single C5H8N2 molecule at a distorted geometry.

The geometry in XYZ format:
```
15
Properties=species:S:1:pos:R:3
C 1.00 2.25 -0.56
N -0.15 1.60 -0.45
N -0.15 0.48 -0.11
C 0.95 -0.68 -0.25
C 0.26 -1.91 0.14
C -0.97 -1.63 0.57
C -1.20 -0.26 0.59
H 2.01 1.96 -0.34
H 1.09 3.31 -0.66
H 1.70 -0.62 0.61
H 1.70 -0.71 -1.28
H 0.61 -2.98 0.03
H -1.89 -2.29 0.93
H -1.18 -0.02 1.76
H -2.14 0.16 -0.07
```

SMILES string ... C=NN1CC=CC1
HOMO ... -0.27702 Eh

***

[12]
DFT (the ωB97M-V functional and the def2-TZVPD basis) results for a single C5H8N2 molecule at a distorted geometry.

The geometry in XYZ format:
```
15
Properties=species:S:1:pos:R:3
C 1.43 1.46 1.44
N 0.66 0.59 0.53
C -0.30 1.28 -0.36
C -0.82 0.45 -1.27
C -1.35 -1.94 -0.74
C -0.31 -0.86 -1.04
N 0.81 -0.62 0.39
H 1.89 2.24 0.83
H 2.19 0.90 1.98
H 0.74 1.95 2.14
H -0.43 2.33 -0.15
H -1.89 -2.23 -1.65
H -2.10 -1.55 -0.04
H -0.89 -2.84 -0.33
H 0.43 -1.21 -1.78
```

HOMO ... -0.29439 Eh